[1]
ORCA calculation (ωB97M-V/def2-TZVPD) on a 12-piece molecular cluster, C34H76BrO19PS overall in a non-equilibrium geometry.

```
132
Properties=species:S:1:pos:R:3
C -4.66655 3.40711 2.81675
C -4.04806 3.79677 4.14899
O -3.26440 4.97449 4.03042
C -1.89666 4.77965 3.72407
C -1.57322 5.43615 2.37264
O -0.42144 6.24449 2.40007
C 0.82913 5.61123 2.48549
C 1.32640 5.01983 1.17860
O 1.00947 3.63209 1.05772
C 1.42173 3.13626 -0.22804
C 2.34406 1.94660 -0.08456
C 3.71146 2.25117 0.02938
C 4.65736 1.26193 0.21508
C 4.30621 -0.09255 0.26693
C 5.40425 -1.10966 0.51313
O 6.19608 -0.70447 1.61068
C 5.83713 -1.30211 2.84688
C 4.91616 -0.43403 3.68602
C 2.94875 -0.40452 0.12410
C 1.97406 0.60236 -0.04127
C 0.56566 0.15081 -0.16638
O -0.24410 0.67906 -0.88065
C 0.20979 -1.06446 0.64947
C -1.13689 -1.14391 1.27777
Br -1.11043 0.30675 2.60294
C -2.35043 -1.01310 0.34816
C -2.21430 -1.85601 -0.90694
C 1.15498 -2.00383 0.80798
P 0.95398 -3.51010 1.78269
O -0.36818 -4.27222 1.29921
O 2.16903 -4.47013 1.39124
S 1.00166 -3.13390 3.65792
C 2.46664 -1.80239 0.13331
O 3.05707 -2.71006 -0.40002
H -5.01107 4.31594 2.32863
H -3.95883 2.90353 2.16321
H -5.53410 2.77008 2.96633
H -4.85317 4.01405 4.84813
H -3.45442 2.99030 4.57489
H -1.27159 5.26970 4.47252
H -1.62321 3.72509 3.69030
H -1.55910 4.71382 1.55400
H -2.39407 6.12187 2.17608
H 1.53038 6.39432 2.76123
H 0.88302 4.83884 3.25854
H 0.88132 5.57763 0.35410
H 2.41505 5.11003 1.17115
H 0.56672 2.97014 -0.86566
H 2.01967 3.90286 -0.71529
H 4.02498 3.28329 -0.00707
H 5.70248 1.50665 0.34178
H 6.04312 -1.14938 -0.36856
H 5.00009 -2.10366 0.65693
H 5.39163 -2.28873 2.70919
H 6.76369 -1.45365 3.39865
H 3.88065 -0.46491 3.35713
H 4.96445 -0.79114 4.71343
H 5.27201 0.59248 3.70071
H -1.26382 -2.04155 1.86613
H -3.20161 -1.39562 0.90976
H -2.55880 0.03150 0.14998
H -2.19004 -2.92159 -0.68705
H -3.08618 -1.68596 -1.53257
H -1.35149 -1.60389 -1.51453
H -0.44577 -4.35826 0.33718
H 2.24539 -4.61435 0.43570
C 6.04228 1.05301 -3.64599
O 4.70692 1.51999 -3.48844
H 6.20746 0.86943 -4.70439
H 6.75752 1.80383 -3.29820
H 6.19292 0.11977 -3.09475
H 4.56593 1.68578 -2.55203
C 0.85581 1.23244 -4.49563
O 0.74624 1.98470 -3.29056
H 1.30673 1.86811 -5.25245
H 1.49301 0.35594 -4.33996
H -0.12955 0.91649 -4.83558
H 0.33253 1.41342 -2.62972
C 2.97933 1.45390 -7.65623
O 1.64312 1.67942 -8.09951
H 2.98667 0.52760 -7.08828
H 3.66593 1.35550 -8.50119
H 3.31542 2.26707 -7.00792
H 1.63217 2.49938 -8.59933
C 3.96204 -5.85874 4.07096
O 2.86061 -6.48819 4.71274
H 4.87785 -6.21559 4.53665
H 3.98665 -6.10729 3.00669
H 3.90450 -4.77240 4.18403
H 2.06249 -6.15221 4.29241
C -3.54307 -5.63280 -2.36430
O -3.72341 -4.92004 -1.13709
H -3.06475 -4.96000 -3.07291
H -2.91235 -6.50498 -2.19638
H -4.50936 -5.94579 -2.76985
H -4.15078 -5.51889 -0.51912
C -1.91605 -1.21668 -5.27822
O -2.93831 -1.65010 -4.38782
H -0.95526 -1.38957 -4.79992
H -1.95508 -1.78363 -6.21249
H -2.02468 -0.15163 -5.49453
H -3.78139 -1.49159 -4.82437
C -4.10654 -8.99743 -0.78180
O -2.83373 -8.47417 -1.15088
H -4.78912 -8.81957 -1.60953
H -4.04176 -10.07087 -0.59379
H -4.48427 -8.49517 0.11288
H -2.23731 -8.63589 -0.41204
C -1.26900 -8.21365 2.88588
O -1.76528 -9.27831 2.07202
H -2.05490 -7.46750 2.96308
H -1.01833 -8.56937 3.88695
H -0.38435 -7.75296 2.43882
H -1.07164 -9.94034 2.00608
C -4.23491 8.19043 3.32048
O -5.08196 7.55871 2.36387
H -4.65024 9.17107 3.53731
H -4.18957 7.60532 4.24120
H -3.22604 8.30793 2.91477
H -4.70936 6.69014 2.18721
C -1.20657 8.02886 5.38734
O -2.18463 7.41619 6.22306
H -0.91754 8.97257 5.84294
H -0.32046 7.39466 5.29155
H -1.61458 8.22161 4.39371
H -2.45152 6.58746 5.81131
C -4.17360 -0.29619 -8.57889
O -4.74719 -1.10761 -7.55596
H -4.31989 0.74089 -8.29023
H -3.10215 -0.48613 -8.68158
H -4.66464 -0.46838 -9.53960
H -4.62274 -2.02667 -7.80719
```

Values from the calculation:
2S+1: 1
HOMO-LUMO gap: 7.800 eV
HOMO level: -0.3446 Ha



[2]
ORCA calculation (ωB97M-V/def2-TZVPD) on a 12-piece molecular cluster, C34H76N8O16 overall in a non-equilibrium geometry.

```
134
Properties=species:S:1:pos:R:3
C 0.50857 7.35300 6.32406
O 0.81613 7.94777 7.59024
H 1.30869 7.26317 5.58932
H 0.19674 6.32088 6.48401
H -0.21314 7.93475 5.75065
H 1.34007 7.32645 8.10117
C 7.32380 -1.93546 -5.31216
O 7.36250 -2.40685 -4.01205
H 7.62204 -2.86051 -5.80557
H 6.37113 -1.45912 -5.54371
H 8.12061 -1.22330 -5.52664
H 7.61828 -1.68239 -3.43643
C -8.28425 -0.07473 -0.58994
C -7.20562 0.02787 -1.64672
C -7.62780 -0.26677 -3.08962
O -7.30715 0.94311 -3.88234
C -7.00617 1.85671 -3.02187
O -6.82504 2.97933 -3.43341
O -6.85671 1.34213 -1.79973
H -9.20533 0.17867 -1.11483
H -8.04243 0.55522 0.26609
H -8.53284 -1.03849 -0.14557
H -6.37087 -0.66781 -1.56127
H -8.69534 -0.45081 -3.21038
H -6.88194 -0.99340 -3.41183
C 0.33406 0.15580 -2.30893
C 0.56636 0.71441 -0.88572
C 0.85625 2.19650 -0.83142
O 0.15620 2.62144 0.29450
C -0.85186 1.72537 0.50912
O -1.82743 1.97894 1.21219
O -0.69906 0.64548 -0.25749
H 0.32040 -0.93164 -2.23557
H 1.13797 0.51151 -2.95337
H -0.50604 0.60724 -2.83671
H 1.30152 0.17754 -0.28622
H 0.29808 2.64220 -1.65476
H 1.90757 2.42966 -1.00015
C -5.96772 -5.59669 1.98041
O -6.10348 -5.55196 3.17241
N -6.73597 -6.26224 1.10109
C -8.12804 -6.60304 1.34947
C -6.23456 -6.24490 -0.25109
H -5.13421 -5.04355 1.52052
H -8.45045 -7.49766 0.81674
H -8.87830 -5.86876 1.05615
H -8.41030 -6.81639 2.38044
H -6.97156 -5.73546 -0.87189
H -5.23386 -5.84654 -0.41847
H -6.18664 -7.26632 -0.62859
C -5.91230 -0.56455 10.64269
O -5.58703 -1.48570 9.84279
N -5.77377 0.75842 10.35580
C -6.12024 1.75854 11.40902
C -5.63412 1.30623 9.00976
H -6.38078 -0.68732 11.63145
H -5.68006 2.70215 11.08661
H -5.54473 1.50638 12.29970
H -7.17520 1.98700 11.56062
H -4.74690 1.88912 8.76242
H -5.79304 0.58742 8.20592
H -6.49000 1.95415 8.82059
C -1.13210 10.71374 -3.18535
O -0.01178 10.16305 -3.43593
N -1.22206 12.00050 -2.85460
C -2.44810 12.65702 -2.50148
C 0.00776 12.75182 -2.85328
H -2.08959 10.17462 -3.11640
H -2.32234 13.25765 -1.60063
H -3.26238 11.93462 -2.44513
H -2.78046 13.38207 -3.24440
H 0.62517 12.43556 -2.01253
H 0.69777 12.65868 -3.69192
H -0.34085 13.78335 -2.80294
C 1.34957 -7.64802 -1.69001
O 1.08402 -7.98023 -0.52015
N 2.59749 -7.39212 -2.14079
C 3.60735 -6.76592 -1.16978
C 2.72907 -7.02614 -3.56111
H 0.61637 -7.86640 -2.48181
H 4.59548 -6.93672 -1.59701
H 3.62976 -7.32708 -0.23560
H 3.32766 -5.73740 -0.94175
H 1.78634 -7.04514 -4.10791
H 3.03246 -5.98267 -3.64609
H 3.45396 -7.68303 -4.04185
C 7.81656 0.64966 3.26852
O 6.98259 0.77742 2.39856
N 8.41192 1.71914 3.87459
C 9.27847 1.53151 5.09591
C 7.99426 3.11352 3.66223
H 8.07175 -0.33163 3.69764
H 8.67753 1.70879 5.98783
H 10.09632 2.25197 5.10913
H 9.64416 0.54217 5.37084
H 7.16614 3.30550 4.34448
H 8.76134 3.87099 3.82322
H 7.59463 3.32835 2.67115
C -3.01682 -7.01560 -8.21500
O -2.68732 -6.72299 -7.02684
N -3.13125 -8.32526 -8.64491
C -3.34783 -8.65833 -10.05915
C -3.07986 -9.43494 -7.74330
H -3.24652 -6.33845 -9.05220
H -4.34704 -9.08478 -10.14766
H -2.61808 -9.36040 -10.46247
H -3.43897 -7.80893 -10.73614
H -2.37061 -10.14751 -8.16437
H -2.66922 -9.33714 -6.73836
H -4.00665 -10.00861 -7.73538
C 8.54969 6.75816 -7.94556
O 9.73173 6.45906 -7.99873
N 7.90474 6.59290 -6.77295
C 8.70737 6.20551 -5.56399
C 6.49773 6.95557 -6.48061
H 7.96850 7.03782 -8.83787
H 9.71413 5.81421 -5.71027
H 8.12490 5.48759 -4.98657
H 8.81997 7.07040 -4.91025
H 6.54224 7.91639 -5.96783
H 6.05484 7.13902 -7.45953
H 5.94072 6.28464 -5.82663
C 1.38245 -5.33851 8.05874
O 0.19048 -5.62236 7.81541
N 2.08806 -4.36350 7.43605
C 1.44361 -3.24319 6.69168
C 3.54040 -4.26975 7.62828
H 2.01643 -6.00261 8.66639
H 1.45858 -3.61403 5.66681
H 1.96211 -2.28490 6.72221
H 0.39710 -3.01452 6.89327
H 3.90618 -4.50212 6.62813
H 3.66907 -3.24145 7.96614
H 4.06878 -4.79216 8.42577
```

Values from the calculation:
2S+1: 1
HOMO-LUMO gap: 9.220 eV
HOMO level: -0.3297 Ha



[3]
ORCA calculation (ωB97M-V/def2-TZVPD) on a 11-piece molecular cluster, C34H78F10N11O24S10 overall in a non-equilibrium geometry.

```
167
Properties=species:S:1:pos:R:3
C -12.78849 -25.98574 20.71259
C -11.92534 -26.14150 21.99879
O -11.60727 -25.17244 22.77321
N -10.95642 -27.39221 21.97833
H -11.02759 -27.84992 22.87584
H -11.47088 -28.05691 21.41831
C -9.54231 -27.04936 21.45510
H -13.05341 -24.96316 20.44379
H -13.65534 -26.64654 20.70848
H -12.17477 -26.32044 19.87628
H -9.22153 -26.46517 22.31759
H -9.57370 -26.55087 20.48627
H -8.99881 -27.99355 21.42001
C -18.68516 -20.51699 21.94661
C -17.81171 -20.31658 23.16540
O -18.33114 -20.12633 24.25175
N -16.25552 -20.38089 22.94944
H -15.99857 -20.52073 21.98274
H -15.79082 -19.50975 23.16225
C -15.59249 -21.45927 23.77887
H -19.67505 -20.88127 22.22143
H -18.15970 -21.16185 21.24224
H -18.81204 -19.59820 21.37405
H -14.54135 -21.17107 23.79218
H -15.76761 -22.36711 23.20159
H -15.95278 -21.50874 24.80641
C -12.62794 -13.24193 23.25577
C -12.43455 -12.01489 22.40538
O -12.93579 -12.04718 21.26725
N -11.59549 -10.87266 22.93468
H -12.01063 -10.74053 23.84588
H -10.67592 -11.28715 22.98647
C -11.46751 -9.61708 21.98294
H -13.12209 -14.00592 22.65557
H -13.25991 -13.00131 24.11066
H -11.77517 -13.77014 23.68223
H -10.91606 -9.93933 21.09967
H -10.87217 -8.92873 22.58281
H -12.44652 -9.18241 21.78121
C -7.78289 -24.49732 25.74063
C -8.56290 -23.92208 26.97920
C -7.86385 -22.69626 27.62154
C -7.81559 -21.45295 26.70047
C -9.26322 -21.09065 26.24255
C -10.17157 -22.18200 25.66721
N -9.95950 -23.48493 26.49664
O -10.84726 -24.49539 26.34099
C -9.96015 -22.46277 24.09817
C -11.68310 -21.75109 25.75536
C -8.84113 -24.95732 28.14620
H -6.83152 -24.95583 26.01037
H -7.31120 -23.75238 25.09981
H -8.26809 -25.28580 25.16531
H -6.86285 -23.02071 27.90588
H -8.46950 -22.39783 28.47724
H -7.15117 -21.77727 25.89955
H -7.22953 -20.71668 27.25050
H -9.15061 -20.13648 25.72778
H -9.59329 -20.68196 27.19761
H -10.04964 -21.57641 23.47012
H -10.74542 -23.13295 23.74847
H -8.91481 -22.70533 23.90707
H -11.85843 -20.73633 25.39813
H -12.15895 -21.88419 26.72694
H -12.27479 -22.46760 25.18560
H -7.93784 -25.06175 28.74724
H -9.19130 -25.96707 27.93203
H -9.57321 -24.61379 28.87708
C -3.78234 -13.57509 21.47947
C -4.52615 -14.89953 21.58581
C -5.00915 -15.19999 20.17872
N -5.24757 -16.74507 19.95226
C -6.53806 -17.16994 20.70231
C -4.01886 -17.63904 20.30325
C -4.16381 -18.82306 19.38430
C -5.14335 -18.49529 18.26787
C -5.53366 -17.10732 18.44000
H -4.45230 -12.71955 21.56483
H -3.27238 -13.46576 20.52235
H -3.01845 -13.43256 22.24384
H -5.29364 -14.72003 22.33868
H -3.92696 -15.71393 21.99301
H -4.27243 -14.99664 19.40155
H -5.91593 -14.74269 19.78282
H -7.31591 -16.54527 20.26320
H -6.47516 -16.93976 21.76586
H -6.75650 -18.23433 20.61590
H -3.80645 -17.92240 21.33412
H -3.19223 -16.99861 19.99565
H -4.39683 -19.74553 19.91612
H -3.14051 -18.97235 19.03980
H -5.98159 -19.18898 18.33322
H -4.60592 -18.49524 17.31957
H -6.52383 -16.87772 18.04640
H -4.80814 -16.51375 17.88377
C -12.43538 -21.90120 21.64747
C -11.80039 -20.65253 21.13226
C -12.38585 -19.36853 21.75751
N -11.75135 -18.15136 21.18283
C -12.26983 -18.02569 19.71138
C -12.16184 -16.86840 21.88149
C -10.89529 -16.10340 22.01457
C -9.76991 -16.81134 21.42101
C -10.22502 -18.31611 21.32233
H -13.51224 -21.81650 21.50155
H -12.12723 -22.08729 22.67631
H -12.27063 -22.75613 20.99168
H -11.74296 -20.72918 20.04647
H -10.73707 -20.81864 21.30510
H -12.18495 -19.27681 22.82490
H -13.47027 -19.38989 21.64953
H -11.80672 -17.09266 19.39031
H -13.35721 -17.97971 19.65144
H -11.87528 -18.93829 19.26464
H -13.05902 -16.41448 21.46061
H -12.47947 -17.08356 22.90174
H -10.99822 -15.15352 21.48994
H -10.58252 -15.76229 23.00145
H -9.50985 -16.40670 20.44289
H -8.90433 -16.66134 22.06627
H -9.98632 -18.87639 20.41833
H -9.96128 -18.86465 22.22656
N -9.10162 -12.13615 23.03403
S -8.29464 -13.36950 23.95864
O -7.20647 -12.85535 24.75603
O -7.90922 -14.68526 23.38224
F -9.39024 -13.67655 25.03566
S -8.02766 -12.17778 21.92152
O -8.13630 -13.25836 20.91620
O -6.68821 -11.67058 22.33465
F -8.69336 -10.88160 21.16048
N -15.69642 -21.35281 20.47201
S -15.74211 -20.26222 19.13431
O -17.03309 -20.11784 18.41309
O -14.53564 -19.86428 18.45334
F -15.90749 -18.94855 20.03985
S -15.92020 -22.52002 19.56125
O -15.09523 -22.66792 18.34167
O -17.33529 -22.96328 19.37187
F -15.27792 -23.66454 20.58250
N -10.45431 -18.21961 16.58101
S -11.55761 -17.28893 15.64034
O -11.18864 -17.00699 14.27240
O -12.42669 -16.34886 16.31129
F -12.51485 -18.57271 15.39426
S -9.53869 -17.06349 16.80308
O -10.05458 -16.01623 17.63953
O -8.62367 -16.76039 15.65948
F -8.55090 -17.83767 17.79599
N -9.34573 -21.66663 18.96399
S -9.44020 -23.27239 19.48600
O -9.84881 -23.61207 20.85874
O -8.67253 -24.22609 18.63836
F -10.90122 -23.52942 18.89054
S -8.21525 -21.37726 19.78216
O -6.94126 -21.81382 19.33381
O -8.40108 -21.16292 21.18166
F -8.08278 -19.80734 19.28608
N -14.97693 -18.14819 23.61038
S -15.75449 -16.90565 23.36871
O -15.15775 -15.72669 22.85795
O -16.86097 -16.77392 24.35686
F -16.55984 -17.43079 22.14045
S -14.40998 -17.57284 25.02992
O -15.16132 -17.78892 26.26751
O -13.34131 -16.51530 25.00487
F -13.38639 -18.89114 25.20098
```

Values from the calculation:
2S+1: 1
Net charge: +1
HOMO-LUMO gap: 2.625 eV
HOMO level: -0.3642 Ha



> Which value of HOMO-LUMO gap does entry 2 give?

9.220 eV



> Which of these has the lowest HOMO-LUMO gap?

C34H78F10N11O24S10



> Look up the 2S+1 of the third one.

1



> Which value of HOMO-LUMO gap does entry 1 give?

7.800 eV